(1)
DFT (ωB97M-V/def2-TZVPD) results for a single C6H5NO molecule in a non-equilibrium geometry.

Its net charge is 0. As for the energy: -9837.1689 eV. Its energy relative to the best compared isomer or geometry (same formula, charge and spin) is 196.7 kJ/mol. Its structure (SMILES) is O=C1Cc2cccn21. As for the HOMO-LUMO gap: 9.31 eV.

Structure (XYZ):
```
13
Properties=species:S:1:pos:R:3:forces:R:3:lowdin_charge:R:1
O -2.523006 0.874766 1.015957 -0.8613 1.0423 0.2237 0.15
C -1.656869 0.561621 0.292267 1.1871 -2.2574 -1.8534 -0.36
C -1.295393 0.179978 -1.320042 -4.0864 -0.5478 1.1045 0.02
C 0.047602 -0.101309 -0.723177 0.8868 1.1223 0.3256 -0.27
C 1.410873 -0.144537 -0.708933 -1.0877 -1.4671 1.5429 -0.05
C 1.796607 -0.338271 0.676554 0.6424 2.1334 1.1448 -0.07
C 0.673096 -0.059214 1.492205 0.4779 -1.7583 -2.0750 -0.03
N -0.431966 -0.092813 0.591688 2.4722 1.2663 0.0662 -0.01
H -1.738869 -0.938591 -1.194884 0.1161 2.6775 -1.6182 0.15
H -1.814415 0.943828 -2.118178 2.0781 -2.3333 1.7327 0.16
H 2.163972 -0.381658 -1.391206 0.4652 0.2510 -1.6980 0.08
H 2.956163 -0.352602 0.871410 -2.7588 -0.2466 0.3310 0.13
H 0.412204 -0.151197 2.516339 0.4684 0.1179 0.7731 0.09
```
Positions in Å, forces in eV/Å.

(2)
DFT (ωB97M-V/def2-TZVPD) results for a single C4H2O2 molecule.

Its net charge is 0. As for the energy: -8272.1746 eV. Its energy relative to the best compared isomer or geometry (same formula, charge and spin) is 34.1 kJ/mol. Its structure (SMILES) is O=CC#CC=O. As for the HOMO-LUMO gap: 10.07 eV.

Structure (XYZ):
```
8
Properties=species:S:1:pos:R:3:forces:R:3:lowdin_charge:R:1
O -2.923862 0.304638 0.551573 0.4357 -0.2193 -0.1475 0.07
C -2.002646 -0.393204 0.209668 -0.3065 0.1788 0.1008 -0.27
C -0.633111 0.060318 0.008008 0.5529 -0.0156 -0.0436 0.07
C 0.559189 0.212078 -0.115869 -0.5303 -0.0721 0.1563 0.07
C 2.001722 0.389331 -0.212921 0.1635 -0.0284 0.1031 -0.27
O 2.773756 -0.279885 0.425982 -0.1961 0.1984 -0.1892 0.08
H -2.111674 -1.477025 0.034706 -0.1107 0.0456 -0.0123 0.13
H 2.336629 1.183752 -0.901147 -0.0084 -0.0874 0.0323 0.12
```
Positions in Å, forces in eV/Å.